(1)
43
Properties=species:S:1:pos:R:3 method="wB97M-V/def2-TZVPD" e_tot_ha=-955.8086 orbital_gap_ha=0.3679 charge=+1 e_homo_ha=-0.4952 e_lumo_ev=-3.464
C -0.09 1.54 -1.18
C 0.76 1.01 -0.31
C 1.63 0.07 0.62
N 0.94 -0.52 1.82
C -0.55 -0.35 1.89
C -1.38 -1.29 0.86
C -0.74 -2.24 -0.27
N -2.72 -1.31 0.99
H -0.71 1.90 -2.10
H 2.56 0.65 1.00
H 2.07 -0.81 -0.01
H 1.15 -1.55 1.88
H 1.37 -0.11 2.69
H -0.90 0.76 1.88
H -0.86 -0.73 2.95
H -1.51 -2.26 -1.15
H -0.59 -3.34 0.07
H 0.27 -1.88 -0.71
H -2.97 -0.67 1.79
O 2.82 1.59 3.52
H 2.61 2.25 2.83
H 3.78 1.48 3.45
O -0.99 -3.78 -3.00
H -1.83 -3.46 -3.35
H -0.34 -3.18 -3.40
O 1.60 -2.59 -2.20
H 2.48 -2.58 -2.59
H 1.40 -3.53 -2.10
O -4.09 -1.93 -1.96
H -3.75 -1.87 -1.06
H -3.95 -1.05 -2.33
O -4.65 1.44 -1.95
H -4.32 0.98 -1.17
H -5.52 1.78 -1.68
O 3.07 3.76 0.17
H 3.74 3.59 -0.50
H 2.43 3.04 0.05
O 3.49 3.41 6.27
H 3.13 2.93 5.51
H 4.39 3.65 6.00
O -0.81 1.45 -4.36
H -0.73 2.25 -4.90
H -1.68 1.53 -3.94

=====

(2)
18
Properties=species:S:1:pos:R:3 method="wB97M-V/def2-TZVPD" e_tot_ha=-690.6669 orbital_gap_ha=0.3910 e_homo_ha=-0.3676 e_lumo_ev=0.637
C 0.31 0.80 -2.33
C 2.31 -0.99 -1.46
C -0.91 -1.71 0.36
C -1.56 1.56 0.58
C 1.14 0.14 1.52
N 0.51 0.20 -1.28
O 0.26 1.31 -3.39
O 2.40 -1.41 -2.48
Si -0.37 0.08 0.36
H -1.00 -1.91 1.50
H -1.86 -1.79 -0.25
H -0.21 -2.40 -0.01
H -1.98 1.74 1.49
H -1.07 2.42 0.28
H -2.36 1.66 -0.13
H 1.14 -0.80 1.98
H 2.14 0.14 0.96
H 1.12 0.94 2.27

=====

(3)
132
Properties=species:S:1:pos:R:3 method="wB97M-V/def2-TZVPD" e_tot_ha=-6461.8522 orbital_gap_ha=0.2647 charge=+1 e_homo_ha=-0.4231 e_lumo_ev=-4.311
C -4.25 -6.00 1.97
C -4.91 -5.62 0.65
C -4.16 -4.55 -0.13
C -4.68 -4.50 -1.59
C -5.69 -3.38 -1.86
C -5.48 -2.68 -3.20
C -4.17 -1.92 -3.25
C -3.92 -1.21 -4.59
C -2.70 -1.80 -5.32
C -1.42 -1.43 -4.54
C -0.20 -1.07 -5.41
C 0.60 0.10 -4.79
C 2.13 -0.12 -4.71
C 2.71 0.56 -3.45
C 4.03 1.31 -3.74
C 3.80 2.78 -4.07
C 3.32 3.62 -2.93
C 2.73 4.86 -3.21
N 2.33 5.65 -2.21
C 2.44 5.31 -0.91
Br 1.77 6.59 0.28
C 3.01 4.09 -0.55
N 3.13 3.74 0.82
C 4.13 4.57 1.54
C 3.73 4.97 2.90
O 5.17 4.82 1.04
C 3.41 2.32 1.06
C 2.33 1.51 1.69
O 4.47 1.86 0.81
C 3.45 3.27 -1.59
H -3.25 -6.40 1.80
H -4.16 -5.13 2.62
H -4.81 -6.79 2.46
H -4.96 -6.53 0.06
H -5.94 -5.31 0.81
H -3.08 -4.71 -0.12
H -4.35 -3.57 0.30
H -5.14 -5.46 -1.82
H -3.83 -4.41 -2.27
H -6.69 -3.81 -1.83
H -5.65 -2.61 -1.09
H -5.57 -3.40 -4.02
H -6.29 -1.96 -3.34
H -3.32 -2.53 -2.98
H -4.23 -1.14 -2.48
H -4.81 -1.24 -5.22
H -3.69 -0.17 -4.41
H -2.84 -2.89 -5.31
H -2.65 -1.46 -6.35
H -1.68 -0.62 -3.87
H -1.16 -2.27 -3.90
H 0.46 -1.93 -5.42
H -0.52 -0.82 -6.42
H 0.40 0.99 -5.38
H 0.24 0.28 -3.78
H 2.34 -1.18 -4.66
H 2.60 0.29 -5.60
H 2.92 -0.19 -2.69
H 2.00 1.27 -3.05
H 4.78 1.19 -2.96
H 4.46 0.86 -4.63
H 3.10 2.87 -4.90
H 4.74 3.20 -4.45
H 2.58 5.20 -4.23
H 1.90 6.54 -2.44
H 3.59 4.08 3.51
H 2.75 5.43 2.86
H 4.47 5.61 3.36
H 2.74 1.14 2.63
H 2.09 0.65 1.07
H 1.45 2.10 1.94
H 3.91 2.32 -1.36
C 7.25 4.05 4.65
C 6.12 4.39 5.60
O 6.69 4.18 6.86
C 8.04 4.40 6.74
O 8.78 4.56 7.64
O 8.39 4.43 5.42
F 5.06 3.54 5.44
H 7.29 2.99 4.44
H 7.21 4.61 3.72
H 5.76 5.42 5.53
C -1.85 4.65 3.80
C -0.63 5.52 3.60
O 0.13 4.77 2.66
C -0.75 4.03 1.93
O -0.49 3.50 0.90
O -1.96 4.01 2.52
F 0.10 5.67 4.72
H -1.68 3.90 4.57
H -2.75 5.21 4.04
H -0.85 6.51 3.18
C 0.87 -2.21 1.89
C 0.02 -2.46 0.67
O -0.99 -3.31 1.17
C -1.15 -3.02 2.49
O -2.08 -3.35 3.14
O -0.09 -2.28 2.94
F 0.72 -3.10 -0.30
H 1.62 -2.99 2.03
H 1.36 -1.24 1.89
H -0.44 -1.56 0.24
C -8.30 -6.95 5.10
C -6.93 -7.56 4.93
O -7.02 -8.17 3.65
C -7.94 -7.46 2.93
O -8.07 -7.53 1.76
O -8.66 -6.65 3.75
F -6.67 -8.52 5.85
H -9.00 -7.67 5.52
H -8.30 -6.05 5.70
H -6.11 -6.84 4.92
C 7.00 0.14 -0.15
C 8.39 -0.45 -0.22
O 8.37 -1.13 -1.47
C 7.47 -0.49 -2.27
O 7.38 -0.64 -3.44
O 6.70 0.35 -1.54
F 8.62 -1.34 0.77
H 6.29 -0.56 0.28
H 6.96 1.08 0.40
H 9.20 0.28 -0.23
C -4.80 1.91 0.30
C -3.38 1.41 0.23
O -3.30 0.93 -1.10
C -4.19 1.64 -1.85
O -4.20 1.66 -3.03
O -5.04 2.32 -1.05
F -3.15 0.38 1.09
H -5.50 1.11 0.57
H -4.93 2.74 0.99
H -2.62 2.17 0.38

=====

(4)
196
Properties=species:S:1:pos:R:3 method="wB97M-V/def2-TZVPD" e_tot_ha=-3801.6576 orbital_gap_ha=0.3108 e_homo_ha=-0.3117 e_lumo_ev=-0.024
C 0.66 -6.58 -2.11
O 1.83 -7.35 -1.91
C 2.64 -7.48 -3.05
C 3.51 -6.29 -3.38
N 3.00 -5.44 -4.43
C 3.80 -4.20 -4.59
C 3.65 -3.24 -3.41
O 4.92 -2.77 -3.06
C 4.91 -1.93 -1.93
H -0.15 -7.04 -1.53
H 0.29 -6.57 -3.14
H 0.78 -5.58 -1.68
H 2.10 -7.89 -3.92
H 3.29 -8.36 -2.89
H 4.53 -6.63 -3.63
H 3.74 -5.76 -2.45
H 2.94 -5.87 -5.34
H 3.49 -3.78 -5.55
H 4.86 -4.48 -4.68
H 3.22 -3.80 -2.56
H 2.94 -2.45 -3.72
H 4.58 -2.49 -1.05
H 4.23 -1.09 -2.12
H 5.92 -1.58 -1.75
C -10.06 -2.80 6.80
O -9.20 -3.82 6.36
C -8.79 -3.65 5.04
C -7.88 -4.83 4.68
N -6.68 -4.85 5.53
C -5.55 -4.08 5.04
C -4.82 -4.82 3.95
O -3.76 -4.01 3.46
C -3.36 -4.38 2.16
H -9.60 -1.81 6.71
H -10.27 -2.98 7.85
H -10.99 -2.77 6.22
H -8.21 -2.72 4.91
H -9.62 -3.58 4.33
H -7.59 -4.77 3.64
H -8.44 -5.73 4.95
H -6.91 -4.62 6.49
H -4.89 -3.89 5.89
H -5.82 -3.06 4.71
H -5.50 -5.08 3.13
H -4.42 -5.77 4.31
H -3.42 -5.46 2.00
H -2.33 -4.05 2.05
H -4.03 -3.94 1.41
C 4.39 -7.57 6.14
O 4.63 -8.19 4.91
C 3.78 -7.78 3.84
C 4.33 -6.59 3.08
N 3.98 -5.28 3.67
C 4.65 -4.16 3.03
C 4.84 -2.99 3.96
O 5.71 -2.07 3.38
C 5.45 -0.73 3.72
H 4.56 -6.49 6.16
H 4.99 -8.08 6.89
H 3.36 -7.74 6.49
H 2.78 -7.59 4.25
H 3.78 -8.62 3.14
H 3.86 -6.54 2.09
H 5.41 -6.71 2.95
H 4.34 -5.31 4.62
H 4.11 -3.83 2.13
H 5.62 -4.42 2.56
H 5.25 -3.36 4.92
H 3.87 -2.54 4.23
H 6.14 -0.05 3.23
H 5.46 -0.58 4.80
H 4.46 -0.44 3.33
C 2.54 -1.29 0.60
O 1.93 -2.50 0.17
C 0.91 -2.45 -0.82
C -0.48 -2.27 -0.19
N -0.73 -0.97 0.45
C -0.70 0.19 -0.45
C -0.91 1.45 0.37
O 0.09 2.40 0.09
C -0.21 3.70 0.48
H 3.15 -1.52 1.47
H 1.76 -0.61 0.96
H 3.16 -0.85 -0.18
H 1.01 -3.42 -1.29
H 1.13 -1.67 -1.55
H -0.49 -3.01 0.62
H -1.32 -2.56 -0.82
H 0.06 -0.89 1.08
H -1.42 0.07 -1.27
H 0.27 0.31 -0.95
H -0.90 1.20 1.45
H -1.91 1.88 0.25
H -1.13 4.14 0.10
H 0.55 4.41 0.14
H -0.29 3.75 1.57
C -0.66 10.63 -5.52
O -1.24 9.37 -5.29
C -1.68 9.18 -3.95
C -2.05 7.72 -3.82
N -3.04 7.29 -4.79
C -2.63 6.01 -5.41
C -2.57 4.88 -4.40
O -1.25 4.69 -3.97
C -1.16 3.85 -2.84
H 0.17 10.47 -6.21
H -0.32 11.11 -4.60
H -1.35 11.34 -5.99
H -2.50 9.87 -3.71
H -0.80 9.36 -3.32
H -2.21 7.39 -2.78
H -1.07 7.24 -3.99
H -2.96 7.96 -5.56
H -1.66 6.16 -5.91
H -3.38 5.81 -6.18
H -2.96 3.96 -4.87
H -3.24 5.17 -3.58
H -1.60 2.88 -3.06
H -1.68 4.30 -1.98
H -0.11 3.83 -2.56
C 4.67 7.36 -2.94
O 3.53 6.82 -2.32
C 2.35 7.46 -2.75
C 1.11 6.78 -2.16
N 0.35 7.67 -1.32
C 0.84 7.83 0.03
C -0.21 8.54 0.87
O -1.36 7.74 1.10
C -1.19 6.77 2.12
H 4.60 8.43 -3.17
H 4.86 6.87 -3.91
H 5.54 7.20 -2.30
H 2.27 7.35 -3.85
H 2.36 8.55 -2.65
H 1.42 5.87 -1.62
H 0.51 6.45 -3.00
H -0.65 7.72 -1.43
H 1.77 8.39 0.06
H 1.02 6.83 0.44
H -0.57 9.42 0.34
H 0.25 8.84 1.82
H -1.33 7.22 3.11
H -0.18 6.35 2.08
H -1.90 5.96 1.96
C 0.60 1.89 3.95
O 0.71 3.07 3.67
N 1.61 1.00 3.66
N -0.52 1.33 4.50
H 2.42 1.37 3.20
H 1.48 0.02 3.81
H -0.68 0.34 4.45
H -1.29 1.93 4.73
C -5.00 -0.38 0.47
O -5.35 -0.98 -0.54
N -5.86 0.43 1.17
N -3.71 -0.40 0.94
H -5.58 0.89 2.02
H -6.78 0.57 0.83
H -2.98 -0.90 0.46
H -3.56 0.13 1.78
C -3.73 -2.41 -3.04
O -5.01 -1.85 -3.30
H -3.74 -3.48 -3.27
H -2.97 -1.95 -3.67
H -3.47 -2.27 -1.99
H -5.30 -1.45 -2.47
C 3.16 2.83 -1.89
O 2.42 1.70 -1.51
H 3.21 3.00 -2.97
H 2.79 3.75 -1.43
H 4.21 2.71 -1.60
H 1.87 1.89 -0.73
C 3.13 5.01 1.69
O 2.92 4.41 2.94
H 2.58 5.92 1.49
H 4.19 5.29 1.65
H 2.97 4.33 0.84
H 1.98 4.23 3.11
C 0.60 -5.59 2.24
O 0.82 -5.29 3.60
H 0.91 -4.74 1.61
H 1.19 -6.43 1.85
H -0.45 -5.82 2.09
H 1.78 -5.27 3.72
C 0.65 0.13 -4.40
O 0.57 1.20 -3.49
H 1.32 0.38 -5.23
H 1.04 -0.79 -3.96
H -0.35 -0.03 -4.79
H 1.26 1.20 -2.81
C -0.92 -4.27 -4.62
O 0.21 -3.68 -3.99
H -1.66 -4.51 -3.84
H -1.38 -3.57 -5.31
H -0.69 -5.22 -5.10
H 0.96 -4.21 -4.29